Record 1
The following is a quantum chemistry calculation of a structure of composition C38H58N13O4S2W at a distorted geometry, from the OMol25 dataset.

Results
* gap between HOMO and LUMO (alpha / beta): 5.52 / 5.30 eV
* spin multiplicity: 3
* E: -91384.8166 eV
* ⟨S²⟩: 2.0120
* HOMO (alpha / beta): -0.506 / -0.506 Ha
* total charge: +3

Atoms and positions in Å:
W -0.3304 0.4972 0.6503
N -1.5753 -0.3976 -1.2913
C -1.1025 -1.7259 -1.7754
C -0.7899 -2.6093 -0.5927
N 0.1095 -1.8294 0.2848
C 0.7024 -2.6331 1.3601
C 1.6703 -1.7413 2.1488
N 1.6118 -0.3368 1.6617
H -2.5795 -0.4393 -1.1528
H -1.4242 0.2751 -2.0377
H -0.1798 -1.5625 -2.3255
H -1.8241 -2.1993 -2.4406
H -0.2792 -3.5028 -0.9528
H -1.6675 -2.9163 -0.0437
H 0.8971 -1.6922 -0.3514
H 1.2309 -3.4797 0.9207
H -0.0780 -3.0381 1.9933
H 2.6911 -2.1059 2.0440
H 1.4253 -1.7649 3.2077
H 2.3000 -0.2634 0.9025
H 1.9529 0.2835 2.3863
N -3.8085 3.1654 0.2597
C -5.0549 2.5093 0.4633
C -6.2257 2.9621 -0.1128
C -7.3931 2.2385 0.1012
C -7.3751 1.0672 0.8478
C -6.1897 0.6184 1.4172
C -5.0359 1.3668 1.2384
S -3.5377 1.0418 2.0907
N -2.3762 1.3935 0.8128
C -2.6442 2.4974 0.1808
C -1.5647 3.0617 -0.6454
C -1.7239 4.1781 -1.4445
C -0.6294 4.7079 -2.1084
C 0.5924 4.0886 -1.9331
C 0.6608 2.9453 -1.1585
N -0.4001 2.4086 -0.5364
H -3.8612 4.0459 -0.2256
H -6.2384 3.8685 -0.7083
H -8.3223 2.5940 -0.3230
H -8.2884 0.5078 0.9986
H -6.1787 -0.2757 2.0280
H -2.6936 4.6369 -1.5738
H -0.7310 5.5776 -2.7451
H 1.4890 4.4677 -2.4054
H 1.5984 2.4378 -1.0417
C -3.5198 -1.6938 1.2276
N -2.5549 -2.2384 2.1679
C -3.0163 -3.4718 2.8195
C -2.2916 -3.4692 4.1548
N -1.4535 -2.2646 4.0843
C -0.5484 -2.0890 5.2261
C -1.6716 -1.5530 2.9538
N -1.0755 -0.4076 2.5982
C -0.5375 0.4035 3.7112
C -0.5742 1.8569 3.3566
N 0.2117 2.0558 2.1296
C 0.6980 3.3001 1.9915
N 1.8885 3.5920 1.4351
C 2.9870 2.6626 1.2503
C 2.1860 5.0273 1.5192
C 1.0164 5.5806 2.3372
N 0.1100 4.4276 2.4255
C -1.2827 4.6398 2.7926
H -4.4314 -1.3793 1.7360
H -3.7906 -2.4800 0.5225
H -3.1037 -0.8539 0.6916
H -2.7647 -4.3378 2.2070
H -4.0995 -3.4440 2.9373
H -1.6551 -4.3438 4.2781
H -2.9638 -3.4137 5.0109
H -0.4619 -3.0590 5.7094
H -0.9430 -1.3910 5.9619
H 0.4483 -1.7871 4.9293
H 0.4904 0.1250 3.9465
H -1.1403 0.2851 4.6072
H -0.1485 2.4269 4.1842
H -1.6110 2.1599 3.2467
H 2.6447 1.7245 0.8410
H 3.5216 2.4807 2.1871
H 3.6900 3.0968 0.5411
H 2.2472 5.4610 0.5196
H 3.1418 5.1804 2.0162
H 0.5176 6.4105 1.8408
H 1.3136 5.9088 3.3327
H -1.5632 5.6432 2.4753
H -1.4416 4.5686 3.8686
H -1.9346 3.9315 2.2875
C 5.3135 -5.8651 -7.0594
C 4.9127 -4.7754 -6.0997
C 3.5847 -4.5784 -5.7385
C 3.2126 -3.5684 -4.8600
C 4.1848 -2.7294 -4.3447
C 5.5197 -2.9214 -4.6700
C 5.8741 -3.9346 -5.5404
S 3.7413 -2.7395 -1.3865
O 3.9137 -4.0963 -1.8188
O 2.3315 -2.3710 -1.1461
N 3.8566 -1.7002 -3.3878
C 2.6416 -0.9413 -3.6889
C 2.4987 0.3214 -2.8588
C 2.2359 0.1946 -1.3786
O 3.1661 0.1245 -0.5948
O 0.9799 0.3531 -1.0232
H 4.4427 -6.3363 -7.5109
H 5.8902 -6.6371 -6.5469
H 5.9414 -5.4671 -7.8570
H 2.8205 -5.2287 -6.1458
H 2.1714 -3.4618 -4.5837
H 6.2853 -2.2806 -4.2437
H 6.9188 -4.0764 -5.7912
H 4.6477 -1.0687 -3.3006
H 1.7817 -1.5966 -3.5699
H 2.6848 -0.6229 -4.7311
H 1.6759 0.8860 -3.3024
H 3.4097 0.9167 -2.9531

Cartesian forces, eV/Å:
1.1860 -0.1412 0.6715
0.1617 -0.4170 -0.0889
-0.1125 0.1031 0.0699
0.1435 0.1370 0.1051
-0.4217 -0.4740 -0.1956
-0.0041 0.0709 0.0093
-0.0965 -0.0389 0.0161
-0.0376 -0.3673 -0.4769
-0.0294 0.0600 0.0464
0.0337 0.0844 0.0499
0.0178 0.0417 -0.1030
-0.0220 0.0455 -0.0256
0.0698 -0.1019 0.0406
-0.2453 -0.0480 0.1263
0.1822 0.1955 0.1308
0.0393 0.0156 -0.0300
-0.1007 -0.0283 0.0595
0.0215 0.0022 0.0187
0.0303 0.0600 -0.0509
0.2128 0.0713 -0.0876
-0.1911 0.1040 0.0401
-0.2501 0.1309 -0.0082
0.0389 0.0706 -0.0337
0.0069 0.0392 -0.0659
0.0069 -0.0254 0.0075
-0.0123 0.0117 0.0084
-0.0665 0.0176 -0.0281
0.0760 -0.0614 0.0703
0.1616 0.7467 0.3821
-0.3911 -0.1977 0.2017
0.0737 0.2540 -0.4062
-0.3615 -0.0099 -0.0310
-0.0955 0.1799 -0.1099
-0.0865 0.0256 -0.0048
0.0580 -0.0368 0.0051
0.0861 0.0367 -0.0714
0.1320 0.0521 0.2333
-0.0255 0.0370 0.0462
-0.0158 -0.0488 0.0037
0.0124 -0.0185 -0.0064
0.0134 0.0272 0.0100
-0.0548 0.0636 0.0018
0.0311 0.0253 -0.0340
-0.0224 -0.0201 0.0376
-0.0122 -0.0398 0.0168
0.0490 0.0339 0.0494
0.1612 -0.4616 -0.2043
-0.0835 0.0782 0.0646
0.0785 0.0063 -0.0359
-0.0152 0.0842 -0.0151
-0.0881 0.0968 0.1265
-0.0038 -0.0027 -0.1407
-0.0098 -0.2228 -0.0715
0.0236 0.4577 -0.2527
-0.0143 -0.2516 0.0620
0.0446 0.0772 -0.0223
-0.1735 -0.1101 -0.1291
0.0610 0.0345 0.0034
0.0368 -0.0020 -0.0594
0.0111 0.1069 0.1497
-0.0907 -0.0541 -0.0032
0.0040 -0.0798 0.0091
-0.0632 0.0864 0.0511
0.0558 0.0223 -0.0554
0.1104 -0.1498 -0.0739
0.0885 -0.0964 -0.0645
-0.0070 -0.1846 -0.0924
-0.0217 -0.0158 -0.0176
-0.0145 0.0240 -0.0011
0.0322 -0.0107 0.0230
-0.0189 0.0023 0.0044
0.0312 -0.0054 -0.0165
-0.0266 0.0231 -0.0079
0.0042 0.0525 -0.0065
0.0185 -0.0230 0.1036
-0.0527 -0.1287 0.0739
0.0549 0.0327 0.0023
-0.0836 0.0455 0.0460
-0.0181 -0.0114 -0.0784
0.0017 0.0228 0.0104
-0.0056 -0.0277 -0.0197
0.0001 0.0156 -0.0077
0.0307 -0.0234 0.0053
-0.0363 -0.0014 -0.0148
0.0174 0.0095 0.0249
-0.0003 0.0044 -0.0008
0.0042 -0.0103 0.0071
0.0177 -0.0141 -0.0027
-0.0004 0.0716 0.0983
-0.0258 -0.0814 -0.0786
-0.0039 0.0171 -0.0026
-0.0042 -0.0579 -0.0339
0.0727 0.1056 0.1415
0.0570 -0.0303 -0.0516
0.0627 0.0102 0.0109
-0.1772 -0.2724 0.0497
0.0116 0.2168 0.0067
0.0461 -0.3885 -0.1964
0.0413 -0.1946 -0.1140
0.1427 -0.0550 -0.0704
-0.2512 0.2047 -0.1392
0.1408 0.5273 0.0341
0.1329 0.1467 0.2750
-0.3829 -0.2167 0.1624
0.0047 -0.0010 0.0011
-0.0167 0.0096 0.0001
-0.0189 -0.0030 0.0043
0.0146 0.0086 -0.0057
0.0196 -0.0010 -0.0149
-0.0182 -0.0078 -0.0199
-0.0299 0.0152 -0.0121
0.0262 -0.0114 0.0473
-0.0405 -0.0233 0.0680
-0.1096 -0.1122 -0.1094
0.0451 0.0475 0.0085
0.0109 0.0119 -0.0323


Record 2
The following is a quantum chemistry calculation of a structure of composition C3H6N2 at a distorted geometry, from the OMol25 dataset.

Results
* gap between HOMO and LUMO: 8.82 eV
* E: -6185.7626 eV
* HOMO: -0.286 Ha

Atoms and positions in Å:
C -0.4846 0.0732 0.0886
N -1.8375 0.1005 -0.1643
C 0.4127 -0.9662 0.2307
C 1.6076 -0.2224 -0.0360
N 0.3006 1.1930 0.1020
H -2.3141 -0.7869 -0.1570
H -2.3607 0.8508 0.2596
H 0.0380 1.8804 -0.6177
H 0.3126 -1.9218 0.7197
H 2.4766 -0.2842 0.6219
H 1.8489 0.0837 -1.0474

Cartesian forces, eV/Å:
0.3464 -0.7385 -0.1590
-0.0054 0.1630 0.0663
-0.7115 0.0062 0.1848
-0.6082 1.2369 -0.0122
0.7267 -0.5173 0.0552
0.0780 0.0597 0.0078
0.0463 -0.0677 0.0201
0.1388 -0.1232 -0.0065
-0.0207 -0.0318 -0.0836
-0.0388 0.1330 -0.0228
0.0484 -0.1201 -0.0501


Record 3
The following is a quantum chemistry calculation of a structure of composition C19H21AuN8O, from the OMol25 dataset.

Results
* gap between HOMO and LUMO (alpha / beta): 7.41 / 5.76 eV
* spin multiplicity: 3
* E: -37688.4133 eV
* ⟨S²⟩: 2.0506
* HOMO (alpha / beta): -0.479 / -0.553 Ha
* total charge: +2

Atoms and positions in Å:
Au -0.1529 0.0466 -0.0203
C -0.0963 -0.2271 2.6930
C -0.3506 1.1201 2.9606
C 0.7116 2.0558 3.1032
C 0.4558 3.3931 3.2580
C -0.8672 3.8588 3.2650
C -1.9357 2.9525 3.1849
C -1.6844 1.6120 3.0410
C -1.1264 5.2756 3.3075
N -1.3346 6.4080 3.2839
H -0.9101 -0.9491 2.7134
H 0.9166 -0.6166 2.7295
H 1.7334 1.6914 3.0818
H 1.2630 4.1061 3.3684
H -2.9496 3.3295 3.2378
H -2.5040 0.9016 2.9844
N 5.2590 1.2217 -0.5582
C 5.2591 -0.0759 -0.2464
N 6.4096 -0.7167 -0.1029
N 4.1477 -0.7752 -0.0647
C 2.9169 -0.5220 -0.1340
N 1.7509 -0.4725 -0.1859
H 6.1135 1.7234 -0.7318
H 4.3927 1.6953 -0.7354
H 7.2996 -0.2581 -0.1920
H 6.3907 -1.6915 0.1459
N -2.1580 0.2225 -0.1024
C -3.2996 0.1238 -0.0928
C -4.7211 -0.0145 -0.0846
C -5.3530 -0.7507 -1.0918
C -6.7287 -0.8624 -1.0688
C -7.4591 -0.2471 -0.0575
C -6.8252 0.4837 0.9437
C -5.4509 0.6059 0.9373
H -4.7693 -1.2278 -1.8699
H -7.2344 -1.4307 -1.8385
H -8.5375 -0.3384 -0.0481
H -7.4053 0.9534 1.7273
H -4.9387 1.1688 1.7090
C 1.8410 4.5276 0.1693
N 0.3884 4.4375 0.0688
C -0.2440 3.2728 -0.0908
N -1.5840 3.2828 -0.2339
O 0.4415 2.2023 -0.0602
H 2.1123 5.5778 0.2150
H 2.3157 4.0772 -0.7012
H 2.1956 4.0307 1.0706
H -0.1436 5.2904 0.0314
H -2.0726 4.1444 -0.4117
H -2.0362 2.4324 -0.5147

Cartesian forces, eV/Å:
0.0580 0.3733 -0.1201
-0.0098 -0.3259 0.3648
-0.0519 0.1283 -0.1311
0.0515 -0.0926 0.0171
0.0048 0.1018 0.0138
-0.0632 0.1962 0.0507
-0.0335 0.0696 0.0202
-0.0051 -0.0688 -0.0017
0.0018 -0.1496 0.0054
0.0589 -0.2029 -0.0571
0.1190 0.0867 -0.0486
-0.1159 0.0531 -0.0404
-0.0660 0.0387 0.0225
-0.0043 -0.0355 0.0173
0.0292 -0.0317 -0.0009
0.0604 0.0672 0.0379
0.0235 0.0644 0.0061
-0.1720 0.1779 -0.1370
-0.0272 -0.0340 0.0622
0.0419 -0.5053 0.2166
0.0482 0.1388 -0.1104
0.3346 0.1630 0.0001
0.0151 0.0136 -0.0148
-0.0467 0.0239 -0.0162
0.0219 0.0072 -0.0294
-0.0001 -0.0329 0.0068
0.2020 0.0399 0.0293
-0.8141 -0.2750 -0.0264
0.2191 0.1732 0.0672
0.1523 -0.0602 -0.0897
-0.0557 -0.0085 0.0078
-0.0005 0.0103 0.0123
-0.0580 -0.0167 -0.0024
0.1046 0.0305 0.0457
-0.0407 0.0361 0.0338
0.0182 0.0283 0.0360
0.0199 -0.0022 0.0023
0.0205 -0.0224 -0.0436
-0.0455 -0.0233 -0.0431
-0.0728 0.0024 0.0419
0.1406 -0.2342 -0.1561
-0.1698 0.1311 0.1389
0.1923 -0.0170 -0.0956
0.0098 -0.0932 -0.1234
-0.0104 0.0023 0.0041
-0.0274 0.0162 -0.0272
-0.0100 -0.0169 0.0043
-0.0404 0.0440 0.0307
0.0071 0.0294 0.0189
-0.0144 0.0018 0.0006


Record 4
The following is a quantum chemistry calculation of a cluster of 2 separate species, C4H4PS in total at a distorted geometry, from the OMol25 dataset.

Results
* gap between HOMO and LUMO: 6.85 eV
* E: -24333.8952 eV
* HOMO: -0.122 Ha
* total charge: -1

Atoms and positions in Å:
C -0.0427 0.6796 1.0583
C -0.6723 0.7636 -0.2365
C 0.9065 -0.2724 1.1490
C -0.2034 -0.1178 -1.1349
P 1.2017 -1.0141 -0.4834
S -1.3463 -0.1218 -3.5737
H -0.3630 1.3118 1.8806
H -1.4860 1.4461 -0.4320
H 1.5129 -0.4812 2.0176
H 0.4926 -2.1939 -0.2450

Cartesian forces, eV/Å:
0.2086 -0.1989 0.4249
-0.2461 -0.0316 -0.5186
0.3370 -0.0239 0.1517
-1.4775 0.3132 -2.8903
-0.0825 0.3633 0.0078
1.3310 -0.0766 2.6619
0.1273 0.0141 0.0726
-0.0820 0.0801 -0.0875
-0.0381 0.0507 0.1672
-0.0777 -0.4903 0.0103


Record 5
The following is a quantum chemistry calculation of a structure of composition C2H4P2S2 at a distorted geometry, from the OMol25 dataset.

Results
* gap between HOMO and LUMO (alpha / beta): 5.95 / 5.75 eV
* spin multiplicity: 3
* E: -42383.6454 eV
* ⟨S²⟩: 2.0096
* HOMO (alpha / beta): -0.229 / -0.309 Ha

Atoms and positions in Å:
C 0.5673 0.1287 1.1812
C 0.5458 -0.0499 -1.3113
P -0.0046 -1.3699 0.0970
P 0.3938 1.4097 -0.1010
S -2.0523 -1.0133 -0.1536
S -2.1975 1.1140 0.0570
H -0.2271 0.2161 2.1464
H 1.5621 -0.0112 1.7055
H 1.5357 -0.3013 -1.5413
H -0.1231 -0.1228 -2.0799

Cartesian forces, eV/Å:
-2.1194 -1.2126 3.6052
-0.5215 -0.6010 3.9207
1.6764 1.9684 -0.7892
1.6539 -0.0177 -0.7313
-0.5920 2.6144 0.7741
-1.1093 -2.6702 -0.4133
1.9601 -0.0188 -2.4069
-0.9677 0.0099 -0.9267
1.4734 -0.1068 -0.7108
-1.4540 0.0345 -2.3219


Record 6
The following is a quantum chemistry calculation of a structure of composition C26H26F5GeO2SSbSe4Tc at a distorted geometry, from the OMol25 dataset.

Results
* gap between HOMO and LUMO: 5.28 eV
* E: -382531.6270 eV
* HOMO: -0.375 Ha
* total charge: +1

Atoms and positions in Å:
Tc 1.9886 0.4860 0.5751
Se -1.1386 5.7617 -0.2528
Sb 1.0137 5.9593 0.6038
Se 1.2004 3.6437 2.2444
Se 1.2613 2.7414 0.1182
Se 2.6221 4.2436 -0.9875
C 1.2404 -3.9527 2.8065
C 0.4922 -2.7140 2.3181
S 1.2329 -1.2391 3.0070
O 0.7096 -0.0555 2.0928
C 0.2951 -1.0102 4.5202
C -1.1846 -0.7208 4.3079
H 0.7860 -4.8420 2.3744
H 1.1940 -4.0550 3.8914
H 2.2878 -3.9247 2.5107
H -0.5648 -2.7286 2.5788
H 0.5892 -2.5746 1.2416
H 0.8054 -0.1735 4.9980
H 0.4928 -1.9113 5.1076
H -1.3364 -0.0054 3.5036
H -1.5830 -0.2809 5.2225
H -1.7586 -1.6203 4.0933
F 4.2597 -0.6667 1.9952
C 3.7808 0.6007 1.7927
F 3.2603 1.0264 2.9777
C 5.0382 1.4776 1.5269
F 5.7091 1.6312 2.6634
F 4.7048 2.6717 1.0521
F 5.8269 0.8614 0.6413
C 1.3889 -0.2734 -0.9777
Ge -0.5958 -0.0606 -1.4503
C -1.8378 0.2037 -0.0092
C -2.5308 -0.8902 0.5235
C -3.5171 -0.7041 1.4861
C -3.8180 0.5764 1.9346
C -3.1496 1.6708 1.4024
C -2.1786 1.4876 0.4240
C -0.8846 -1.7193 -2.3873
C -0.8571 -2.9726 -1.7620
C -1.2147 -4.1190 -2.4562
C -1.5979 -4.0289 -3.7903
C -1.6068 -2.7980 -4.4313
C -1.2540 -1.6459 -3.7350
C -0.5424 1.4414 -2.6284
C -1.7272 2.1519 -2.8495
C -1.7351 3.2553 -3.6942
C -0.5639 3.6565 -4.3256
C 0.6137 2.9495 -4.1250
C 0.6254 1.8495 -3.2770
H 1.8801 -0.8080 -1.7948
H -2.3339 -1.8931 0.1640
H -4.0638 -1.5575 1.8725
H -4.5938 0.7230 2.6774
H -3.3967 2.6764 1.7231
H -1.7338 2.3610 -0.0271
H -0.5441 -3.0639 -0.7267
H -1.2021 -5.0817 -1.9593
H -1.8872 -4.9216 -4.3295
H -1.8917 -2.7311 -5.4744
H -1.2697 -0.6881 -4.2445
H -2.6472 1.8541 -2.3575
H -2.6525 3.8130 -3.8440
H -0.5671 4.5312 -4.9653
H 1.5253 3.2555 -4.6252
H 1.5617 1.3220 -3.1278
O 4.1710 0.8101 -1.5896
C 3.4034 0.7389 -0.7680

Cartesian forces, eV/Å:
0.7165 0.2661 -0.6608
-0.0812 -0.1410 -0.1073
0.2238 0.0731 0.1079
0.1400 -0.0872 -0.0078
-0.9818 0.2006 -0.3626
0.0652 0.0034 0.1015
-0.0373 0.0840 0.0035
-0.0939 -0.1979 0.0895
-0.3366 0.6235 -0.2241
0.5125 -0.6936 0.6429
-0.0577 0.1199 -0.0320
0.0610 -0.0387 0.0861
-0.0155 -0.0097 -0.0095
-0.0207 0.0091 -0.0118
0.0188 0.0020 -0.0070
-0.0400 0.0251 -0.1091
-0.0005 -0.0412 -0.0630
0.0135 -0.0157 0.0556
0.0013 0.0549 0.0193
0.0154 0.0604 -0.0650
0.0043 -0.0522 -0.0124
0.0118 -0.0088 -0.0157
-0.2423 0.0432 -0.0158
0.1794 -0.3764 -0.1160
-0.0975 0.0300 0.0513
-0.1775 -0.2732 0.1082
0.0753 0.0315 -0.0653
-0.0374 0.0378 0.0028
0.0048 0.1093 0.0467
0.3894 -0.3023 0.3057
0.1071 0.0021 0.0463
-0.3448 -0.0744 0.3096
-0.0165 0.1286 0.1206
0.0886 -0.0234 -0.0364
-0.0019 0.0055 -0.0134
0.0250 0.0035 -0.0380
-0.0962 -0.1562 0.1161
-0.1695 -0.3694 -0.1914
0.0702 0.1187 -0.1637
0.0030 0.0341 -0.0425
0.0207 0.0455 0.0369
0.0341 0.0324 0.0626
0.0442 -0.1452 0.1249
-0.0604 0.4690 -0.2722
0.1461 0.0726 -0.1032
0.0302 -0.0017 0.0583
-0.0237 -0.0033 0.0332
-0.0040 -0.0352 0.0007
-0.1348 0.0854 -0.0492
-0.0789 -0.0522 0.0201
0.0039 0.0075 -0.0117
0.0366 0.0486 -0.0286
0.0491 -0.0087 -0.0321
0.0088 -0.0629 -0.0133
0.2090 0.1516 -0.0055
-0.0526 0.0149 0.0155
0.0192 0.0367 -0.0277
0.0176 0.0115 0.0046
0.0037 0.0012 0.0546
-0.0210 -0.0320 0.0333
0.0341 0.0136 -0.0097
0.0606 -0.0487 -0.0044
-0.0090 -0.0732 0.0102
-0.0494 0.0041 0.0668
0.0076 -0.0396 -0.0141
0.1497 0.0054 -0.1942
-0.3196 0.2981 0.4010